# C9H33CaN8O8

A structure of composition C9H33CaN8O8 in a non-equilibrium geometry (wB97M-V/def2-TZVPD, the Open Molecules 2025 dataset).

```
59
C9H33CaN8O8 (wB97M-V/def2-TZVPD)
Ca -1.19670 -4.26289 0.64417
C 0.99542 1.23939 1.17550
C -0.14370 0.64230 0.26860
O -0.23264 -0.75301 -0.00045
H 1.01661 0.58480 2.04680
H 0.81316 2.24190 1.56263
H 1.98486 1.12967 0.73158
H -0.06295 1.20001 -0.66443
H -1.06713 1.04734 0.68251
C 2.11627 5.87420 4.43227
O 0.88002 6.43541 3.95421
H 3.01326 6.10523 3.85771
H 2.26270 6.05225 5.49762
H 2.03903 4.78735 4.46213
H 0.77418 6.16044 3.04053
C -1.84520 5.19052 -0.81749
O -1.77618 5.47111 0.58950
H -2.53171 4.42519 -1.17951
H -2.13352 6.10245 -1.34032
H -0.88267 4.88385 -1.22688
H -2.60203 5.03618 0.81403
C 0.84360 -3.10690 -4.24571
O 1.67577 -2.77249 -3.09300
H -0.16837 -3.44091 -4.01670
H 0.82462 -2.29782 -4.97587
H 1.22012 -4.01281 -4.72073
H 1.13740 -2.25229 -2.49204
C -4.25202 -2.60365 -3.07145
O -3.81281 -3.49850 -2.40302
N -3.91089 -1.36195 -2.96172
N -5.02880 -2.80447 -4.05518
H -3.20557 -1.11394 -2.28266
H -4.62539 -0.69946 -3.22762
H -5.21316 -2.13242 -4.78625
H -5.12183 -3.77636 -4.31379
C -0.04218 -2.75389 5.51759
O -0.59954 -3.29398 4.50496
N 0.70703 -3.49575 6.35096
N -0.08984 -1.51567 5.82569
H 1.13161 -4.34949 6.01786
H 0.94286 -3.13746 7.26535
H -0.90752 -1.07488 5.42920
H 0.37352 -1.17648 6.65655
C -0.52666 2.48696 -5.32909
O -0.53352 3.22387 -6.29875
N 0.25901 2.49638 -4.31220
N -1.17285 1.33113 -5.23816
H 0.13025 1.89740 -3.50922
H 0.90013 3.25676 -4.13645
H -1.75368 1.06441 -6.02022
H -0.98339 0.89060 -4.34927
C 3.37872 -3.91230 1.56677
O 2.30838 -4.40450 1.25100
N 4.10296 -4.44673 2.46888
N 3.83768 -2.81699 1.08179
H 4.86660 -3.84560 2.74380
H 3.82956 -5.26683 2.99117
H 3.32730 -2.45226 0.29021
H 4.72980 -2.42446 1.34659
```

Computed properties:
- charge = +1
- HOMO level (eV) = -9.65
- relative energy (zero: lowest compared OMol25 entry of this formula, charge and spin) (eV) = 10.146
- molar mass (g mol⁻¹) = 421.49
- E_tot (a.u.) = -2079.926520



# C3H5NO4

The molecule C3H5NO4 in a non-equilibrium geometry (wB97M-V/def2-TZVPD, the Open Molecules 2025 dataset).

```
13
C3H5NO4 (wB97M-V/def2-TZVPD)
C 2.08551 0.47628 -0.11013
C -0.37912 1.53173 -0.32995
C 0.62464 0.23815 -0.17800
N 0.05607 -0.82595 0.33269
O 2.83801 -0.65044 -0.10954
O 2.60695 1.55054 -0.14468
O -0.26662 2.03002 0.85986
O -1.64616 1.00773 -0.65315
H -0.02766 2.13920 -1.17966
H 0.45208 -1.37769 1.08663
H 2.32828 -1.46939 -0.14885
H -0.94805 -0.89460 0.18460
H -2.22682 1.22533 0.08820
```

Computed properties:
- HOMO level (spin up / spin down) (eV) = -9.14 / -9.14
- relative energy (zero: lowest compared OMol25 entry of this formula, charge and spin) (eV) = 2.901
- molar mass (g mol⁻¹) = 119.08
- E_tot (a.u.) = -472.962841



# C3H2O

A cluster of 2 separate species, C3H2O in total in a non-equilibrium geometry (wB97M-V/def2-TZVPD, the Open Molecules 2025 dataset).

```
6
C3H2O (wB97M-V/def2-TZVPD)
C 1.68019 0.08444 0.00363
C 2.83219 -0.13707 0.00156
C -0.69974 0.48053 -0.01387
O -1.51492 -0.50142 0.00524
H -1.24859 1.43387 0.04227
H -1.04914 -1.36036 -0.03884
```

Computed properties:
- HOMO level (spin up / spin down) (eV) = -9.75 / -8.91
- relative energy (zero: lowest compared OMol25 entry of this formula, charge and spin) (eV) = 8.231
- molar mass (g mol⁻¹) = 54.05
- E_tot (a.u.) = -190.360039



# C3H10N2O

A cluster of 2 separate species, C3H10N2O in total in a non-equilibrium geometry (wB97M-V/def2-TZVPD, the Open Molecules 2025 dataset).

```
16
C3H10N2O (wB97M-V/def2-TZVPD)
H -1.96754 -0.81545 1.02475
N -2.63299 -0.09675 0.75437
C -2.60261 0.25113 -0.46141
N -1.55977 0.97778 -1.08246
H -3.53266 0.28929 -1.04945
H -1.06461 1.58416 -0.44949
H -1.02470 0.40846 -1.72636
C 2.79530 0.57127 0.46774
C 2.20878 -0.65813 -0.22664
O 1.04356 -1.13029 0.51259
H 2.43384 0.62974 1.49690
H 3.88123 0.51925 0.47674
H 2.49095 1.54554 0.07580
H 2.88045 -1.47859 0.00932
H 1.90818 -0.47100 -1.25282
H 0.53581 -0.32915 0.69203
```

Computed properties:
- structure (SMILES) = [H]/N=C\N.CCO
- HOMO level (eV) = -8.97
- relative energy (zero: lowest compared OMol25 entry of this formula, charge and spin) (eV) = 3.014
- molar mass (g mol⁻¹) = 90.13
- E_tot (a.u.) = -304.963902